No. 1
DFT (ωB97M-V with the def2-TZVPD basis set) results for a structure of composition C3H2CdFO2.

Properties
HOMO (spin up / spin down) in hartree: -0.2632 / -0.2602
LUMO energy (spin up / spin down) in eV: 0.46 / -2.09
2S+1: 2
Charge: 0

Each line ends with the Löwdin charge.
Cartesian coordinates (Å):
O  1.71568  0.37376  0.82418  -0.01
C  0.45531  0.49715  0.36685  -0.55
O  -0.58225  0.32029  1.08892  -0.38
C  2.10415  -0.14456  -0.80901  0.08
C  0.69028  0.06410  -0.95775  -0.32
H  2.50799  -1.16318  -0.82302  0.12
H  2.78084  0.65041  -1.14020  0.10
F  -0.21905  -0.68348  -1.63293  -0.03
Cd  -2.32737  -0.37202  0.77467  0.98

---

No. 2
DFT (ωB97M-V with the def2-TZVPD basis set) results for a cluster of 4 separate species, CH10NO3 in total.

Properties
HOMO (spin up / spin down) in hartree: -0.7234 / -0.6862
LUMO energy (spin up / spin down) in eV: -8.30 / -16.30
2S+1: 2
Charge: +2

Each line ends with the Löwdin charge.
Cartesian coordinates (Å):
C  -0.88284  1.52333  1.09021  0.12
N  0.02303  0.76824  0.62015  0.13
H  -1.88914  1.12264  1.40926  0.13
H  -0.49555  2.62195  1.15338  0.17
H  1.02098  1.28797  0.12478  0.23
H  -0.09760  -0.16137  0.29531  0.06
H  1.64472  -1.54987  -0.79187  0.00
H  0.28047  -1.86984  -0.74118  0.07
O  0.88855  -1.18251  -1.03100  0.07
H  -3.42912  -1.90376  -0.20996  0.19
H  -2.91457  -3.08613  0.77917  0.22
O  -2.86214  -2.08957  0.57774  0.42
H  2.54786  1.24532  -1.75021  0.08
H  3.52800  1.74510  -0.68375  0.06
O  2.63735  1.52850  -0.84204  0.05

---

No. 3
DFT (ωB97M-V with the def2-TZVPD basis set) results for a cluster of 17 separate species, C2H35O18 in total.

Properties
HOMO in hartree: -0.2829
LUMO energy in eV: 2.27
Charge: -1

Each line ends with the Löwdin charge.
Cartesian coordinates (Å):
O  -0.01445  -0.03406  -1.72732  -0.12
C  -0.07811  0.53344  -0.56820  -0.59
O  0.81125  0.33471  0.29109  -0.05
C  -1.33811  1.32682  -0.33170  0.03
H  -2.16611  0.66575  -0.54465  0.07
H  -1.50998  1.75154  0.64737  0.07
H  -1.28874  2.15478  -1.04795  0.11
H  2.97542  0.91165  -3.07284  0.01
H  2.31180  2.30347  -3.55591  0.03
O  3.09053  1.74596  -3.58528  -0.09
H  -3.40642  0.62338  -2.46735  -0.01
H  -4.90329  0.58564  -2.16681  0.02
O  -4.13133  1.13235  -2.02394  -0.09
H  0.10898  3.44473  3.78837  0.04
H  -0.55192  2.56315  2.67865  0.00
O  -0.17720  3.47115  2.87786  -0.10
H  1.13431  3.79096  -0.91149  0.00
H  2.57281  3.78966  -1.42700  -0.02
O  1.68060  4.09368  -1.65381  -0.09
H  3.67061  2.58776  -0.74423  0.02
H  4.05544  2.68121  -2.32732  0.01
O  4.29719  2.90425  -1.40809  -0.08
H  1.08104  -2.31989  4.10406  0.02
H  -0.12489  -3.22055  4.37245  0.05
O  0.29217  -2.40592  4.69571  -0.08
H  -0.52136  -3.93755  1.28673  0.01
H  0.39242  -3.31526  0.08349  0.01
O  0.32924  -3.59503  1.01303  -0.06
H  1.06592  3.29957  1.51210  0.02
H  1.33612  1.90009  0.90013  0.00
O  1.56851  2.84263  0.79668  -0.08
H  -1.20911  -0.15430  -2.74359  0.06
H  -1.90535  -0.28983  -4.20870  0.07
O  -2.10725  -0.28985  -3.26418  -0.12
H  -2.38057  -1.72361  -2.35275  0.01
H  -1.73915  -2.99209  -1.63520  0.02
O  -2.40870  -2.31385  -1.56132  -0.08
H  0.03114  0.68842  1.98447  0.02
H  -1.16137  0.14061  2.82860  0.03
O  -0.60148  0.95519  2.68969  -0.09
H  -2.57493  -2.43903  0.35714  0.04
H  -3.35724  -3.52719  0.93221  0.07
O  -2.41808  -3.26636  0.86125  -0.08
H  -1.97466  -1.88107  2.55364  0.02
H  -1.13662  -1.64425  3.92621  0.02
O  -1.85009  -1.31903  3.33204  -0.06
H  2.18745  -0.99298  2.19193  0.04
H  1.25083  -2.17289  1.99877  0.02
O  1.85811  -1.76627  2.64307  -0.05
H  1.74939  -0.39416  -1.75345  0.01
H  2.87879  -0.05732  -0.82282  0.04
O  2.71594  -0.19173  -1.75221  -0.06
H  0.09169  -1.82476  -1.42437  0.02
H  1.02503  -2.47963  -2.51861  0.07
O  0.47380  -2.67408  -1.74564  -0.07

---

No. 4
DFT (ωB97M-V with the def2-TZVPD basis set) results for a cluster of 2 separate species, C9H14O in total.

Properties
HOMO (spin up / spin down) in hartree: 0.0283 / -0.1200
LUMO energy (spin up / spin down) in eV: 3.73 / 3.70
2S+1: 2
Charge: -1

Each line ends with the Löwdin charge.
Cartesian coordinates (Å):
C  -1.16561  -0.05074  2.50815  -0.12
C  -0.15433  -1.01385  0.40872  -0.15
C  -0.08014  -0.06550  1.48566  -0.37
C  0.95311  -1.14419  -0.47715  -0.12
C  1.02555  0.73415  1.56444  -0.14
C  2.05750  -0.33477  -0.38796  -0.42
C  2.08583  0.69040  0.59855  -0.11
O  3.09664  -0.41596  -1.31043  -0.04
H  -1.07199  -1.47444  0.05302  0.05
H  0.84825  -1.84238  -1.30643  0.08
H  -0.99255  -0.58625  3.45245  0.06
H  -2.13471  -0.45997  2.19166  0.05
H  1.12878  1.44974  2.37969  0.08
H  3.01704  1.23097  0.73343  0.05
H  3.81825  -0.89447  -0.90823  0.07
H  -1.41874  0.97156  2.82840  0.06
C  -3.09937  -0.08480  -2.08584  -0.16
C  -3.16572  1.37073  -1.59066  -0.19
H  -3.57528  -0.04441  -3.07375  0.05
H  -2.04870  -0.32293  -2.15644  0.06
H  -3.78226  -0.71988  -1.52838  0.06
H  -2.68028  1.50780  -0.62232  0.06
H  -4.14159  1.86150  -1.63799  0.05
H  -2.55764  2.04741  -2.20898  0.06

---

No. 5
DFT (ωB97M-V with the def2-TZVPD basis set) results for a structure of composition C18H28BrHgN3O3V.

Properties
HOMO (spin up / spin down) in hartree: -0.5623 / -0.5477
LUMO energy (spin up / spin down) in eV: -8.65 / -10.85
2S+1: 2
Charge: +2

Each line ends with the Löwdin charge.
Cartesian coordinates (Å):
N  -1.83353  -0.56507  -0.05921  0.05
C  -2.78071  -1.20016  0.35327  -0.35
O  -3.74179  -1.76657  0.75320  0.22
Hg  -2.24134  3.44090  1.59690  0.78
V  0.02308  -0.00544  -0.02956  1.09
N  0.25329  1.66419  -0.80435  -0.15
N  0.80602  -1.36976  -1.01284  -0.12
C  -0.33436  2.36743  -1.94923  -0.64
C  0.20054  -2.37498  -1.92406  -0.61
C  -0.09236  3.86793  -1.80656  -0.03
C  0.24794  1.94732  -3.30390  -0.01
C  -1.83546  2.10047  -1.97895  -0.05
C  -0.45182  -3.45846  -1.06464  -0.01
C  1.23880  -3.04388  -2.83148  -0.03
C  -0.86160  -1.71878  -2.79188  -0.04
H  -0.41612  4.20551  -0.81763  0.05
H  -0.64834  4.41934  -2.56757  0.11
H  0.96637  4.11547  -1.92403  0.10
H  1.32342  2.13826  -3.38479  0.09
H  -0.22814  2.53891  -4.09634  0.11
H  0.06843  0.90060  -3.55353  0.06
H  -2.06561  1.03174  -2.10132  0.07
H  -2.29045  2.66013  -2.80382  0.11
H  -2.30198  2.43720  -1.03740  0.01
H  0.29228  -3.96011  -0.43377  0.10
H  -0.92685  -4.21898  -1.69443  0.11
H  -1.21761  -3.04813  -0.40118  0.06
H  1.95584  -3.66109  -2.27105  0.09
H  1.79832  -2.30854  -3.41865  0.10
H  0.73159  -3.71166  -3.53970  0.11
H  -1.33067  -2.47648  -3.42726  0.11
H  -0.42991  -0.95408  -3.44305  0.07
H  -1.65399  -1.26002  -2.19275  0.05
C  1.65393  1.98239  -0.52220  -0.09
H  2.10326  1.25034  0.16127  0.07
H  2.25450  1.97678  -1.44242  0.11
H  1.77546  2.96938  -0.03180  0.11
C  2.13599  -1.68756  -0.49748  -0.08
H  2.38617  -1.02795  0.34415  0.08
H  2.21565  -2.71643  -0.11911  0.11
H  2.91920  -1.55696  -1.25960  0.11
Br  0.55994  2.56294  3.31778  0.82
C  0.28298  1.11994  4.54596  -0.53
C  0.20711  1.42832  5.90617  -0.09
C  0.07125  0.42416  6.87588  -0.01
C  0.01323  -0.91398  6.48285  0.00
C  0.05318  -1.23208  5.12782  0.02
C  0.15928  -0.24109  4.15094  -0.13
C  0.05835  -0.70959  2.71120  -0.50
O  -0.52407  -1.77170  2.44690  0.09
O  0.56275  0.08866  1.78955  -0.22
H  0.25549  2.47360  6.20590  0.11
H  -0.00199  0.70234  7.92561  0.13
H  -0.06637  -1.71012  7.21052  0.13
H  -0.01474  -2.26157  4.77797  0.14

---

No. 6
DFT (ωB97M-V with the def2-TZVPD basis set) results for a structure of composition H17LiO9.

Properties
HOMO in hartree: -0.3661
LUMO energy in eV: -0.66
Charge: 0

Each line ends with the Löwdin charge.
Cartesian coordinates (Å):
Li  -17.86121  33.23463  53.63931  0.71
O  -18.78973  31.53281  54.26755  -0.32
H  -19.29751  30.78865  54.49924  0.03
O  -16.93152  36.22969  55.91317  -0.13
H  -16.85055  35.40832  55.28861  0.03
H  -16.36848  36.87128  55.32284  0.08
O  -17.61675  32.03882  56.07680  -0.05
H  -17.43089  31.22006  56.47506  0.03
H  -18.19549  31.81017  55.36121  -0.18
O  -16.42693  30.15733  54.12112  0.00
H  -15.75923  30.81216  54.04902  0.00
H  -17.03882  30.82417  53.98431  -0.07
O  -20.05932  31.39159  51.99805  -0.07
H  -20.97725  31.16624  52.25930  0.06
H  -19.65465  31.50018  52.83091  -0.09
O  -15.99540  33.37307  54.63193  -0.03
H  -15.21952  32.84245  54.31328  0.10
H  -16.28282  33.09391  55.38882  -0.09
O  -21.08681  32.66893  55.01046  -0.11
H  -20.11978  32.30173  54.58472  0.06
H  -21.08011  32.65734  55.88494  -0.08
O  -17.02008  32.94927  51.59832  -0.09
H  -16.72313  32.00956  51.45583  0.09
H  -16.44406  33.48827  51.02413  0.07
O  -19.07222  34.77498  53.38615  -0.06
H  -19.47232  34.48307  52.56005  0.06
H  -18.67561  35.55750  53.02303  0.05

---

No. 7
DFT (ωB97M-V with the def2-TZVPD basis set) results for a cluster of 2 separate species, C5H16N3 in total.

Properties
HOMO in hartree: -0.5191
LUMO energy in eV: -3.02
Charge: +1

Each line ends with the Löwdin charge.
Cartesian coordinates (Å):
C  0.95645  0.47103  3.12520  -0.16
C  -0.19836  -0.52667  3.15917  -0.18
H  1.25968  0.71018  4.14162  0.07
H  1.83155  0.03808  2.64291  0.05
H  0.71544  1.41146  2.62785  0.06
H  -1.08582  -0.48152  2.53578  0.05
H  -0.74487  -0.46777  4.08479  0.06
H  0.21652  -1.52238  3.21730  0.06
C  -0.77038  -1.07751  -1.29866  -0.17
C  -2.28215  -1.04591  -1.35047  -0.06
C  0.83737  0.71052  -1.83038  -0.42
N  -0.34706  0.15206  -2.07502  0.08
N  1.76057  0.10140  -1.08603  0.24
N  1.07517  1.93521  -2.33186  0.21
H  -0.40058  -0.91105  -0.28899  0.11
H  -0.21965  -1.85994  -1.80926  0.12
H  -2.59644  -0.00769  -1.22414  0.08
H  -2.81421  -1.59898  -0.58395  0.09
H  -1.09251  0.76748  -2.35413  0.14
H  1.69036  -0.85071  -0.96900  0.09
H  2.61189  0.62810  -0.99323  0.14
H  0.41111  2.30172  -2.98772  0.13
H  1.84999  2.45600  -2.02154  0.12
H  -2.66407  -1.33309  -2.33024  0.09

---

No. 8
DFT (ωB97M-V with the def2-TZVPD basis set) results for a cluster of 2 separate species, C4H9NO in total.

Properties
HOMO (spin up / spin down) in hartree: -0.5422 / -0.5422
LUMO energy (spin up / spin down) in eV: -4.84 / -8.44
2S+1: 2
Charge: +1

Each line ends with the Löwdin charge.
Cartesian coordinates (Å):
C  -1.75028  -1.37382  -1.20166  -0.04
C  -0.87018  -0.71572  -0.24461  -0.02
C  0.17262  -1.13205  0.49710  -0.03
N  1.02894  -0.24371  1.15320  0.10
C  2.15921  0.05114  0.61048  0.07
H  -1.98211  -2.42071  -0.80178  0.13
H  -1.45283  -1.20774  -2.30413  0.16
H  -2.74391  -0.90174  -1.19624  0.10
H  -1.18740  0.25260  -0.36368  0.11
H  0.46484  -2.13319  0.67602  0.14
H  2.52962  -0.51405  -0.29673  0.13
H  2.97045  0.81143  1.10644  0.16
H  0.76170  3.60211  0.49462  0.00
H  -0.01295  2.50928  1.07270  0.00
O  -0.08771  3.41618  0.79826  -0.01

---

ΔE to the lowest compared entry with this formula, charge and spin in kJ/mol, matching the order above: 124.04; 204.21; 155.67; 53.53; 0.00; 65.73; 80.03; 294.69
Strongest force on any atom in eV Å⁻¹, matching the order above: 6.2; 6.8; 1.7; 2.3; 3.6; 9.9; 3.1; 3.3